(1)
The following is a DFT calculation (ωB97M-V/def2-TZVPD) of a structure of composition C25H47BrCl2MnO2P2.

```
80
Properties=species:S:1:pos:R:3:forces:R:3
Br -0.061264 0.153907 3.731674 0.08 0.01 0.16
Mn -0.466834 -0.364885 -0.381372 0.92 2.20 0.49
Cl 0.110481 0.200661 -2.547003 0.63 0.06 -1.15
Cl -2.160968 0.345152 0.954589 -0.53 0.26 0.80
P -0.113924 2.925120 -0.905483 -0.19 -1.38 0.82
P -0.941762 -2.556422 -0.918695 0.13 -0.52 0.23
O 1.386102 0.067714 1.105362 -0.16 -1.50 -0.14
O 2.612344 -1.861719 0.968056 -0.51 1.65 0.84
C -2.460312 -3.239574 1.382574 -0.03 0.05 0.02
C -1.276311 5.090655 -2.349248 -0.21 0.05 -0.48
C 0.516197 -4.818977 -1.762125 0.10 -0.15 -0.24
C 0.413451 -3.305946 -1.976387 -0.61 -0.32 -0.27
C 3.497385 -0.764528 5.673657 -0.45 0.19 -0.27
C 2.604250 -0.722283 3.011327 -0.38 -0.09 0.42
C 2.097629 4.547411 -1.655947 0.36 -0.18 -0.23
C 2.202744 -0.300525 5.372606 0.61 -0.27 -0.11
C -1.077287 3.576356 -2.381943 0.60 -0.02 0.44
C 2.164850 -0.841238 1.564560 -0.01 -0.71 -1.06
C 1.745570 -0.308466 4.048714 0.83 -0.11 0.19
C 0.416502 3.572371 1.767090 -0.18 -0.08 -0.09
C -0.443932 4.036136 0.581935 0.48 0.71 -0.98
C -3.697598 -1.914458 -1.377863 0.11 0.10 -0.10
C 3.874598 -1.210237 3.336789 -0.03 0.11 0.15
C -2.391883 2.787451 -2.518364 0.05 0.13 -0.07
C -1.931333 3.957612 0.942515 0.12 -0.20 0.10
C 1.680894 3.094759 -1.405777 -0.48 0.33 -0.30
C 2.633762 2.339369 -0.452561 -0.19 -0.22 0.00
C -1.166819 -3.580873 0.627989 -0.13 -0.74 -0.48
C -2.475506 -2.645788 -1.975505 0.34 -0.06 0.15
C 1.780000 -2.643604 -1.823956 0.28 0.22 0.32
C 0.026752 -3.412476 1.582715 0.14 -0.04 -0.09
C 4.326765 -1.235099 4.655044 -0.32 0.18 -0.28
C -2.792205 -4.087605 -2.357273 -0.35 -0.15 -0.28
H 0.107905 4.102909 2.677524 0.02 -0.02 -0.11
H 1.675583 2.542364 -2.366640 -0.01 0.34 0.38
H -0.166731 5.070549 0.291809 -0.20 -0.20 0.39
H -1.683462 5.406480 -3.319162 -0.04 0.14 0.12
H 0.943832 -5.043563 -0.777419 -0.07 0.03 -0.16
H -0.447467 -5.333633 -1.850623 0.21 0.07 0.08
H -2.183996 2.903299 1.130710 -0.09 0.36 -0.06
H 0.006554 -2.421333 2.072587 -0.04 -0.35 -0.28
H -2.939204 2.729142 -1.569708 0.12 0.02 -0.14
H -2.153552 -2.074783 -2.870591 -0.06 -0.30 0.37
H 2.104843 1.849826 0.375682 0.27 0.25 -0.32
H 3.136556 1.531279 -1.004782 -0.06 0.23 0.20
H -2.030171 -4.504251 -3.029221 -0.22 0.05 0.19
H -2.490994 -2.172634 1.649537 -0.01 -0.31 -0.13
H -0.335345 5.633891 -2.197028 -0.30 -0.13 0.08
H 4.484254 -1.597060 2.514339 -0.24 0.17 0.35
H 3.183806 4.585768 -1.802220 -0.04 0.15 0.00
H 0.062076 -3.097630 -3.008935 0.00 -0.19 0.43
H -2.117524 4.528615 1.861042 0.00 -0.05 -0.08
H 1.188476 -5.234605 -2.525525 -0.08 -0.01 0.19
H 2.066709 -2.483426 -0.767212 -0.15 -0.13 -0.62
H -2.482856 -3.821137 2.315197 0.01 0.09 -0.17
H 1.485919 3.760120 1.615923 -0.21 -0.09 -0.03
H -2.195465 1.764406 -2.861707 0.01 0.23 0.20
H 1.847993 5.189791 -0.802011 0.06 -0.04 -0.16
H -2.869892 -4.730598 -1.463773 0.00 0.19 -0.30
H -0.050892 -4.173910 2.375662 0.03 0.21 -0.18
H 0.259960 2.497330 1.942563 0.16 0.24 -0.06
H 3.401814 3.002796 -0.039998 -0.09 0.01 -0.04
H -3.363538 -3.484155 0.814206 0.17 0.03 0.09
H -1.998656 5.382718 -1.578948 0.20 0.02 -0.08
H 1.557344 0.054948 6.172020 0.04 -0.12 -0.19
H 1.799271 -1.664995 -2.320639 0.00 -0.33 0.18
H -0.431871 3.314125 -3.242378 -0.21 0.12 0.31
H 1.005379 -3.518644 1.091418 -0.36 0.06 0.19
H -3.418391 -1.090631 -0.709075 -0.09 -0.26 -0.16
H -3.760904 -4.123135 -2.879961 0.22 -0.09 0.08
H 3.843867 -0.762049 6.707166 -0.12 0.01 -0.22
H -1.215328 -4.639749 0.287893 0.03 0.44 0.32
H 1.635893 4.948065 -2.568879 0.04 -0.02 0.30
H 2.544240 -3.285695 -2.287330 -0.16 0.08 0.02
H -2.592310 4.353634 0.162791 0.15 -0.13 0.11
H -4.281981 -1.478138 -2.197912 0.00 -0.16 0.13
H -1.700006 -0.352134 -1.322354 0.11 -0.13 0.26
H -4.342119 -2.597311 -0.818893 0.04 0.01 -0.10
H -3.039395 3.277481 -3.254618 -0.02 -0.02 0.00
H 5.317399 -1.624322 4.861817 -0.06 0.06 0.12
```
Forces are in eV/Å.

Calculated values
energy relative to the best compared isomer or geometry (same formula, charge and spin) = 0.705 eV
⟨S²⟩ = 6.226
2S+1 = 5
total charge = -1

(2)
The following is a DFT calculation (ωB97M-V/def2-TZVPD) of a structure of composition C25H47N3.

```
75
Properties=species:S:1:pos:R:3:forces:R:3
N -3.347403 0.279781 -0.734211 -5.82 7.78 -2.99
N -0.788584 -0.698197 -1.407842 -2.07 6.94 -0.54
N -6.080935 1.144634 -0.470539 -4.67 -8.14 -0.03
C -3.640599 2.332339 0.538027 5.67 -6.59 12.44
C 5.033326 0.259740 -1.449129 2.02 -7.63 -11.70
C 0.825698 1.940104 -2.003484 -4.87 -4.68 -4.87
C 6.456615 -0.512810 2.089252 -4.89 5.48 -1.49
C 3.046039 1.614878 -0.135720 -5.20 -1.48 0.77
C -1.796692 -1.101143 -0.459601 10.82 -5.95 5.92
C -1.351431 -2.773259 -0.200656 5.31 6.94 -6.06
C 7.164464 -0.290854 0.862624 5.26 5.04 -0.67
C -7.532656 0.584080 -0.210034 -2.37 11.88 -3.27
C -5.438741 0.560800 0.643867 -0.76 -2.15 4.72
C 2.688242 0.699812 -1.235776 5.47 0.32 -1.50
C -1.520153 -3.512276 -1.435740 4.03 3.79 -5.00
C -1.389903 -4.734761 1.334695 2.71 1.13 -4.42
C -4.109814 0.955759 0.565929 9.00 -3.58 -1.95
C 0.432014 -0.077689 -0.856738 -1.07 -5.72 8.44
C 8.710257 -0.323397 1.062572 -3.27 11.64 -7.67
C 6.893240 1.058582 0.025283 -3.80 -6.65 -5.15
C -1.916414 -3.315707 0.826258 -8.43 -8.29 6.78
C 5.341847 0.954369 -0.532069 3.93 9.53 14.92
C 3.857243 0.218391 -2.059705 -8.60 1.77 4.51
C 1.335165 0.476926 -1.741294 0.20 5.70 -3.87
C -4.244217 2.944080 1.933090 -3.19 -0.70 0.38
C -2.148189 2.639598 0.668653 -5.02 -1.70 -4.31
C 4.243620 1.695660 0.394308 1.25 -10.08 -10.95
C -3.052067 -1.095863 -0.797238 -7.40 2.69 -1.40
H 1.146797 -1.002932 -0.381813 -2.12 1.79 -0.77
H 2.212846 2.061805 0.532618 0.96 -0.44 -1.58
H -1.054493 -2.725733 -2.467988 -1.16 -1.95 3.09
H 6.938294 1.693381 0.718236 0.31 5.87 5.26
H 9.090791 -0.909686 1.615243 4.85 -9.30 6.55
H 1.268084 2.574881 -2.639512 2.57 1.59 -2.78
H -1.301920 0.370304 -1.621464 1.22 -3.55 -0.30
H -7.642118 -0.331928 -0.263936 -0.08 -9.03 -0.84
H 6.586029 0.458380 2.665284 -0.47 -1.46 0.22
H -4.165704 0.737937 -1.565322 3.24 -2.40 2.74
H 9.353752 -0.063433 0.010189 -1.80 -1.09 3.05
H -1.669989 2.232416 1.393998 2.69 -2.79 5.05
H 6.749555 -1.358557 2.528738 0.91 -3.15 2.11
H -0.260049 -4.594588 1.571984 -1.83 -0.55 -0.04
H -3.385361 0.433350 1.258689 -1.32 0.53 0.46
H 5.331288 -0.558577 1.654448 2.05 -0.10 1.91
H 4.588871 2.359153 0.874409 4.24 8.67 7.57
H 0.223707 0.579533 0.260314 0.48 -1.47 -3.36
H -2.064151 -2.793443 1.708201 -0.53 1.86 1.49
H -5.410327 -0.584373 0.914615 -0.71 1.71 -1.78
H -0.296496 -2.501989 0.046751 -0.13 -0.81 -0.48
H -1.429562 -5.183075 0.246764 0.45 -0.45 2.49
H -3.125234 -1.314801 -1.787833 -0.93 -1.58 -2.85
H 0.617968 2.511379 -1.257775 -1.13 2.92 5.60
H -0.922599 -4.313545 -1.720710 1.06 -1.83 0.37
H 7.067001 -1.077772 0.339961 -1.53 -5.56 -4.66
H -1.676929 -0.764594 0.624521 0.36 0.26 -1.23
H -1.929960 2.148084 -0.201377 2.16 -1.01 -2.43
H -3.948671 3.951439 2.046249 0.09 1.54 -0.58
H -3.882561 2.594225 2.899134 -0.07 -1.11 -0.13
H 8.906051 0.573646 1.754266 -0.03 -0.31 -1.19
H 3.407683 -0.346681 -2.779437 0.28 -1.74 -2.54
H -3.758091 -1.489010 -0.137723 -0.79 -2.30 0.88
H -4.098729 2.957510 0.157877 -7.35 10.11 -9.05
H -5.507577 2.935086 1.965258 3.48 0.07 -0.04
H -3.074881 -3.766840 0.371636 2.45 1.72 1.75
H -1.960705 3.603495 0.582927 0.77 4.55 -0.34
H -2.435463 -3.621228 -1.849827 -3.46 -0.63 -0.40
H -8.220710 1.069579 -1.205423 1.84 -1.59 2.83
H -0.336745 1.885141 -2.587388 3.01 -0.05 1.60
H -5.784924 0.899891 1.722134 -0.09 -0.20 -1.96
H -6.164266 2.013730 -0.221188 -0.56 6.62 1.22
H 1.173165 0.068502 -2.759042 1.02 -0.63 0.65
H -8.232424 0.890595 0.679849 2.16 0.14 -1.01
H 5.828255 -0.247456 -2.099002 -0.45 0.52 1.19
H -1.926301 -5.337583 2.040029 -0.41 0.20 0.35
H 7.506853 1.360776 -0.852348 0.06 -0.88 0.84
```
Forces are in eV/Å.

Calculated values
energy relative to the best compared isomer or geometry (same formula, charge and spin) = 26.873 eV

(3)
The following is a DFT calculation (ωB97M-V/def2-TZVPD) of a structure of composition C25H47N3O7S.

```
83
Properties=species:S:1:pos:R:3:forces:R:3
S 2.387096 7.694933 -0.834715 0.17 0.16 0.14
O -1.363011 -1.583600 1.626546 0.00 -0.25 0.31
O -4.036973 -1.773288 -4.498384 0.08 0.24 -0.28
O 3.950144 4.877599 -4.432847 -0.27 -0.15 0.24
O 1.490253 -6.021926 6.867950 -0.02 0.25 -0.07
O 1.132001 0.644367 0.056618 0.23 0.28 -1.03
O -1.539788 -2.128046 4.942187 -0.16 0.08 0.26
O -2.429097 3.205563 -1.273132 0.51 0.82 -1.86
N 3.340498 6.345193 -0.871429 -2.40 0.82 -0.34
N 0.913307 7.130219 -1.210897 0.77 -0.72 -0.03
N 2.034012 1.726778 -1.886689 -0.66 0.55 1.07
C 2.896890 -6.081967 7.103467 -0.06 -0.69 0.18
C 1.541695 1.180309 -0.900215 0.24 -0.75 0.58
C 2.445195 5.412806 -1.207410 -0.07 -2.21 -0.35
C 4.065288 7.275980 -4.232375 -0.05 0.09 0.21
C -1.400962 5.451792 -1.913005 -1.60 -2.65 -0.54
C -2.467954 -3.594182 -4.326069 0.22 0.08 -0.07
C -3.020623 -0.108179 0.689106 -0.14 0.06 0.18
C 0.598088 -3.070904 5.529153 0.22 0.06 0.24
C -3.641094 4.182768 -1.191803 2.79 -3.47 0.22
C -0.002818 4.867912 -1.770339 0.50 0.93 0.08
C 3.248996 6.087557 -4.717699 0.59 0.19 -0.40
C -2.430842 4.257004 -2.221069 -1.24 0.98 2.42
C 1.052952 5.802632 -1.409720 1.03 0.63 0.36
C 1.764695 3.167341 -1.719106 -0.92 0.04 -0.66
C 3.528591 -7.094485 6.160561 0.07 0.10 -0.23
C -1.228129 -4.482074 4.545997 -0.18 -0.20 0.05
C 2.768897 4.011154 -1.370627 -0.11 -0.15 -0.19
C 3.155122 -6.445528 8.557549 0.01 0.21 0.15
C 0.360809 3.562694 -1.942934 0.81 0.70 0.16
C -0.902048 -3.299779 5.445594 0.33 0.05 -0.64
C -2.444196 -1.516044 0.697679 0.27 0.51 -0.33
C -3.609388 -2.982921 -5.124123 -0.19 -0.35 0.61
C 2.974647 6.176964 -6.211121 -0.24 -0.10 -0.06
C -4.784592 -3.942611 -5.231896 -0.12 0.02 -0.21
C -1.953900 -1.919135 -0.684385 0.03 -0.27 -0.03
H -1.533334 -2.926445 -0.663331 -0.08 -0.01 0.02
H -0.874140 -4.301642 3.526862 0.10 0.04 0.06
H 1.107783 -3.948613 5.929879 -0.06 0.05 -0.05
H -2.660747 4.021305 -3.285350 0.20 -0.04 0.92
H 3.105386 -8.090307 6.321380 0.05 0.01 0.12
H -2.765549 -1.894750 -1.414239 0.04 0.04 -0.02
H 3.327720 -6.827095 5.121797 0.04 0.05 0.04
H 5.037657 7.311351 -4.732774 -0.08 0.00 -0.13
H -4.350123 -1.993055 -3.614133 0.01 -0.03 -0.03
H -2.106872 -4.512828 -4.792360 0.00 0.00 0.04
H -2.786631 -3.824011 -3.305109 -0.09 -0.08 -0.06
H -3.359146 0.171900 1.688181 -0.04 -0.07 -0.02
H -1.636157 -2.891889 -4.248361 -0.01 -0.02 -0.06
H 4.609279 -7.148381 6.304475 -0.02 -0.04 0.00
H -1.158525 -1.250113 -1.025023 -0.11 0.11 0.01
H -2.308114 -4.631184 4.486522 0.02 0.01 0.06
H 3.910339 6.174338 -6.777631 0.03 0.11 0.07
H -0.390387 2.825187 -2.236110 0.53 0.09 0.18
H 2.719814 -7.420254 8.796359 0.08 -0.05 -0.10
H 4.787815 4.902632 -4.908388 -0.03 0.02 0.01
H -3.258318 -2.719445 -6.123284 -0.05 0.19 0.06
H -2.260692 0.620961 0.393266 -0.01 -0.07 -0.13
H 3.777731 3.597593 -1.253032 -0.43 0.47 0.01
H -0.683341 -0.963082 1.336555 -0.03 0.01 -0.04
H -1.302165 -3.477543 6.445740 -0.08 0.14 -0.03
H -1.523847 6.155816 -2.750611 0.38 0.07 0.55
H 0.820216 -2.214273 6.169085 -0.06 -0.03 0.02
H -4.385768 3.380502 -1.308497 -0.61 1.38 -0.57
H -3.863665 -0.030206 -0.000396 0.03 0.03 -0.01
H 1.121660 -6.894193 7.046680 0.04 0.02 0.01
H 2.302694 6.045252 -4.172772 0.06 -0.18 0.07
H -5.599071 -3.487991 -5.798187 0.06 -0.01 -0.04
H -1.194215 -1.960252 4.055496 -0.13 -0.03 -0.07
H -3.416468 4.338694 -0.122723 -0.91 1.67 -0.66
H -0.767548 -5.399718 4.918351 0.03 0.03 -0.02
H 4.261343 7.191729 -3.163604 -0.04 -0.01 -0.03
H 3.543512 8.216923 -4.419755 0.04 0.00 -0.01
H 2.688788 -5.716977 9.222683 0.05 0.03 -0.04
H 4.224721 -6.480182 8.772600 -0.03 -0.03 0.01
H 2.421000 7.084953 -6.457988 0.04 -0.01 -0.03
H -1.807756 5.844925 -0.967732 0.72 0.34 -0.40
H -5.180332 -4.183292 -4.240878 0.12 -0.05 0.02
H 1.013169 -2.845500 4.541696 -0.10 -0.09 -0.05
H 3.298115 -5.087905 6.896939 -0.20 0.04 -0.04
H -3.203802 -2.221844 1.038656 0.14 -0.04 0.16
H -4.492742 -4.871780 -5.724945 -0.03 0.00 0.04
H 2.396979 5.313829 -6.546384 -0.03 0.04 0.05
```
Forces are in eV/Å.

Calculated values
calculated total energy = -56321.9582 eV